Entry from the Open Molecules 2025 dataset: a molecular structure, C17H19IIrN3O2PS5 in a non-equilibrium geometry (ωB97M-V/def2-TZVPD).

XYZ file:
```
49
Properties=species:S:1:pos:R:3:forces:R:3
Ir 0.8453 -1.0986 -1.0140 -0.46 0.42 -0.58
C 4.4510 -3.3435 4.2374 -0.13 -0.52 -0.51
C 4.0521 -2.0809 3.5254 -0.05 -0.12 -0.87
O 3.0851 -2.4909 2.3900 1.14 1.19 0.26
P 2.7228 -1.4220 1.2862 -1.02 -0.46 0.25
S 2.7714 -2.1203 -0.6900 2.86 -0.38 0.81
S 0.6606 -1.1510 1.2175 0.71 0.67 3.50
O 3.6696 -0.1675 1.6184 -0.97 -0.20 -0.87
C 3.5411 1.1721 0.9244 -0.11 -0.80 0.72
C 4.9057 1.5676 0.4286 -0.12 -0.65 -0.22
H 5.1986 -3.1944 5.0140 -0.05 0.35 0.00
H 4.8651 -4.0670 3.5293 0.05 0.18 0.00
H 3.5807 -3.8186 4.6754 -0.15 0.01 0.20
H 4.8858 -1.5458 3.0343 -0.42 -0.42 0.44
H 3.4770 -1.3966 4.1434 0.07 0.02 0.05
H 3.1640 1.8359 1.7042 -0.01 -0.07 -0.13
H 2.7878 1.0605 0.1445 0.12 0.08 -0.08
H 5.6003 1.6298 1.2642 0.03 0.15 -0.05
H 4.8532 2.5180 -0.1031 0.04 0.01 0.10
H 5.2617 0.7907 -0.2596 0.04 0.27 0.05
S -5.9380 -3.6034 -0.7290 1.25 0.63 -0.38
C -4.4158 -2.9990 -1.0755 -0.51 0.43 0.17
S -3.0833 -4.0812 -1.3265 0.87 -0.19 0.06
C -1.9331 -2.7431 -1.4505 -1.44 0.82 -0.27
N -2.5707 -1.6065 -1.4087 1.33 -0.34 0.20
N -3.8957 -1.6956 -1.1994 -0.27 -1.66 0.12
C -4.5652 -0.4599 -1.0663 -0.74 1.81 0.14
C -5.9157 -0.3173 -0.7021 0.28 -0.75 -0.27
C -6.4764 0.9474 -0.5558 0.08 -0.01 0.04
C -5.7129 2.0653 -0.8158 -0.39 1.12 0.20
C -4.3843 1.9650 -1.2100 -0.34 0.04 0.06
C -3.8182 0.7127 -1.3072 1.16 -0.55 -0.14
S -0.1829 -2.8204 -1.6968 -2.51 -3.29 -1.16
H -6.5132 -1.2109 -0.5845 0.01 0.19 0.19
H -7.5101 1.0994 -0.2276 0.40 -0.39 -0.21
H -6.1787 3.0519 -0.6787 0.31 -0.44 -0.18
H -3.8215 2.8716 -1.4448 -0.05 -0.39 0.14
H -2.7428 0.6001 -1.5473 -0.97 0.20 0.02
I 1.9237 -0.1530 -3.6102 -0.10 0.89 -0.25
C 1.0808 1.3253 -2.3428 0.03 0.02 -0.40
C 1.0945 2.6488 -2.6988 -0.04 0.28 -0.50
C 0.4860 3.5252 -1.8122 -0.21 0.66 -0.10
C -0.1990 3.0380 -0.7037 -0.11 1.34 0.64
C -0.1835 1.7030 -0.4121 -0.05 0.10 -0.19
N 0.5021 0.8845 -1.2183 -0.07 0.76 -0.83
H 1.5025 2.9328 -3.6741 -0.01 0.14 0.61
H 0.4990 4.6074 -1.9838 -0.01 -0.49 -0.09
H -0.6995 3.7460 -0.0225 0.20 -0.52 -0.47
H -0.7268 1.2884 0.4346 0.34 -0.14 -0.17
```
Positions in Å, forces in eV/Å.

Output
- 2S+1 = 5
- LUMO (spin up / spin down) (eV) = -3.4 / -5.5
- M (g/mol) = 807.8
- HOMO level (spin up / spin down) (eV) = -9.6 / -10.3
- charge = +1



Entry from the Open Molecules 2025 dataset: a single C19H20O4S molecule (ωB97M-V/def2-TZVPD).

XYZ file:
```
44
Properties=species:S:1:pos:R:3:forces:R:3
C -8.0898 -0.0344 -0.6036 0.44 -0.08 0.06
C -6.7142 -0.6815 -0.6076 -0.34 -0.22 -0.18
O -5.8166 0.2156 0.0224 0.06 0.19 0.10
C -4.5217 -0.1332 0.1675 0.36 0.05 0.13
C -3.9545 -1.3271 -0.2771 -0.38 0.04 -0.07
C -2.6140 -1.5683 -0.0625 0.28 0.19 0.12
C -1.7962 -0.6397 0.5824 -0.57 -0.27 -0.16
C -0.3746 -0.9873 0.7629 0.49 0.23 0.15
O 0.0315 -2.1215 0.6221 -0.06 -0.05 0.00
C 0.5823 0.1452 1.0942 0.07 -0.10 0.00
C 0.6831 1.1421 -0.0539 0.23 -0.08 -0.27
S 1.4829 0.4485 -1.5622 -0.05 -0.21 0.21
C 3.0171 -0.1711 -0.8739 -0.55 0.23 -0.29
C 3.0750 -1.4910 -0.4565 0.05 -0.07 -0.05
C 4.2498 -1.9804 0.0851 0.05 0.02 -0.01
C 5.3710 -1.1697 0.2093 -0.06 0.03 0.01
C 6.6483 -1.7006 0.7819 0.04 0.00 -0.04
C 5.2934 0.1491 -0.2271 0.02 -0.02 0.01
C 4.1271 0.6527 -0.7708 0.10 -0.03 0.05
C 1.3576 2.4491 0.3878 -0.30 -0.58 -0.09
O 1.3437 2.8171 1.5269 0.07 0.20 0.09
O 1.9083 3.1546 -0.5925 0.22 0.58 -0.27
C -2.3728 0.5542 1.0290 0.06 -0.24 -0.08
C -3.7101 0.7990 0.8261 -0.30 0.00 -0.08
H -8.4053 0.1606 0.4176 -0.07 0.01 0.08
H -8.8093 -0.6939 -1.0800 -0.09 -0.05 -0.05
H -8.0582 0.9087 -1.1421 -0.04 0.08 -0.07
H -6.3881 -0.8762 -1.6383 0.02 -0.02 0.14
H -6.7398 -1.6328 -0.0593 0.07 0.09 -0.08
H -4.5488 -2.0690 -0.7864 -0.08 -0.04 -0.04
H -2.1676 -2.4911 -0.4019 0.03 -0.06 -0.01
H 1.5675 -0.2806 1.3017 -0.17 0.05 0.05
H 0.2539 0.6825 1.9859 0.02 -0.01 -0.02
H -0.3180 1.4098 -0.4136 0.10 0.03 0.03
H 2.2033 -2.1222 -0.5383 -0.07 -0.02 0.02
H 4.2896 -3.0072 0.4176 0.03 -0.11 0.05
H 7.0926 -0.9794 1.4648 0.07 0.00 0.06
H 7.3648 -1.8872 -0.0184 0.09 -0.04 0.01
H 6.4793 -2.6337 1.3131 0.04 -0.05 0.05
H 6.1573 0.7916 -0.1388 0.11 0.06 0.02
H 4.0857 1.6783 -1.1051 -0.02 0.07 -0.02
H 1.8741 2.6472 -1.4322 -0.04 -0.01 0.37
H -1.7864 1.2891 1.5587 0.09 0.10 0.04
H -4.1664 1.7125 1.1736 -0.05 0.10 0.05
```
Positions in Å, forces in eV/Å.

Output
- SMILES = CCOc1ccc(C(=O)C[C@H](Sc2ccc(C)cc2)C(=O)O)cc1
- LUMO (eV) = 0.4
- M (g/mol) = 344.4
- HOMO level (eV) = -8.9
- ΔE to the lowest compared entry with this formula, charge and spin (kcal/mol) = 0.00